The following is a DFT calculation (wB97M-V/def2-TZVPD) of the molecule C5H7N at a distorted geometry.

Positions of all 13 atoms, in Å:
N1 1.702 1.022 2.025
C1 -0.669 0.377 1.153
C2 -0.525 -0.320 -1.442
C3 -0.266 -0.555 0.015
C4 0.871 -0.189 -0.887
C5 0.600 0.788 1.764
H1 -1.306 -0.142 1.878
H2 -0.266 -1.602 0.308
H3 1.246 0.831 -0.821
H4 -0.854 -1.172 -2.030
H5 1.661 -0.920 -1.029
H6 -1.220 1.261 0.813
H7 -0.974 0.621 -1.748

Output
**Gap between HOMO and LUMO**: 11.821 eV
**Total energy**: -249.42632 Ha
**Net charge**: 0
**Relative energy (zero: lowest compared OMol25 entry of this formula, charge and spin)**: 29.44 kcal per mole
**Structure (SMILES)**: N#CCC1CC1